{
  "formula": "C27H59BrN4O3P",
  "method": "ωB97M-V/def2-TZVPD",
  "gap_ha": 0.29406,
  "spin_multiplicity": 1,
  "largest_force_ha_per_bohr": 0.0136,
  "total_charge": 1,
  "homo_ev": -12.20,
  "mol_weight_g_mol": 598.67,
  "lumo_energy_ev": -4.2,
  "species": ["O", "C", "O", "C", "C", "C", "C", "C", "N", "N", "N", "P", "O", "N", "C", "C", "C", "Br", "H", "H", "H", "H", "H", "H", "H", "H", "H", "H", "H", "H", "H", "H", "H", "H", "H", "C", "C", "C", "C", "C", "C", "H", "H", "H", "H", "H", "H", "H", "H", "H", "H", "H", "H", "H", "H", "C", "C", "C", "C", "C", "C", "H", "H", "H", "H", "H", "H", "H", "H", "H", "H", "H", "H", "H", "H", "C", "C", "C", "C", "C", "C", "H", "H", "H", "H", "H", "H", "H", "H", "H", "H", "H", "H", "H", "H"],
  "coordinates": [[0.04404, -6.19179, 2.45048], [-0.18422, -7.29177, 2.02355], [-1.06936, -7.56287, 1.05789], [-2.19999, -6.68132, 0.92418], [-2.51518, -6.41134, -0.54498], [-1.27674, -6.37840, -1.44437], [-0.45606, -5.09705, -1.20594], [0.80835, -5.32456, -0.45222], [1.42884, -6.51332, -0.26500], [2.53050, -6.29421, 0.36004], [2.64360, -5.01148, 0.59502], [4.04626, -4.38128, 1.51161], [3.83084, -4.36002, 2.95131], [1.56157, -4.37868, 0.08958], [1.31885, -2.92770, 0.22728], [0.53091, -2.57741, 1.48812], [-0.99181, -2.57824, 1.41759], [-1.69288, -1.69060, -0.15064], [0.28636, -8.20964, 2.39361], [-1.97451, -5.74221, 1.43183], [-3.03362, -7.15339, 1.44435], [-2.97022, -5.41393, -0.56778], [-3.26793, -7.09060, -0.94493], [-1.59932, -6.41968, -2.48407], [-0.64295, -7.24886, -1.27435], [-0.16469, -4.61819, -2.14801], [-1.06442, -4.35696, -0.68114], [5.00608, -5.25095, 0.99738], [4.17748, -3.16116, 0.84666], [2.29369, -2.44650, 0.27524], [0.84420, -2.60133, -0.69885], [0.88215, -1.60515, 1.83321], [0.81138, -3.29789, 2.26700], [-1.38500, -2.02454, 2.26797], [-1.41294, -3.58256, 1.46814], [3.09894, -0.96724, 3.43409], [1.83130, -0.90905, 4.28314], [1.03806, 0.38161, 4.10162], [1.76873, 1.66662, 4.48885], [2.25561, 1.70889, 5.93649], [1.12917, 1.61548, 6.96016], [3.81826, -0.20623, 3.73595], [3.57715, -1.94114, 3.54949], [2.87594, -0.80723, 2.37139], [2.09190, -1.07239, 5.33089], [1.17521, -1.74090, 4.01519], [0.10556, 0.30412, 4.66668], [0.74035, 0.45622, 3.04795], [1.09353, 2.51056, 4.31503], [2.61935, 1.82310, 3.81905], [2.80154, 2.64271, 6.08772], [2.97875, 0.90698, 6.11305], [0.41142, 2.42703, 6.82297], [1.51658, 1.68297, 7.97661], [0.58504, 0.67251, 6.88207], [-1.90895, 1.53708, 2.39663], [-1.08382, 2.13839, 1.26392], [-1.29695, 3.63998, 1.08252], [-2.72996, 4.04223, 0.72784], [-3.28496, 3.37969, -0.53258], [-2.49178, 3.70937, -1.79248], [-2.97945, 1.64365, 2.21766], [-1.70140, 0.46917, 2.50443], [-1.67594, 2.01880, 3.34888], [-1.31029, 1.61441, 0.33010], [-0.02085, 1.96366, 1.46015], [-0.61277, 4.00245, 0.31093], [-1.00790, 4.15413, 2.00461], [-2.76057, 5.12841, 0.60130], [-3.39364, 3.82103, 1.56797], [-4.32073, 3.70141, -0.66404], [-3.32267, 2.29387, -0.39933], [-2.46513, 4.78701, -1.96753], [-2.93971, 3.24091, -2.67006], [-1.46111, 3.35640, -1.72691], [0.25229, 3.55155, -4.34700], [1.07341, 4.12091, -5.49897], [0.85489, 5.61778, -5.71513], [-0.58157, 6.01128, -6.06653], [-1.14832, 5.32647, -7.30950], [-0.37435, 5.64102, -8.58529], [-0.81884, 3.65730, -4.52489], [0.45588, 2.48838, -4.20432], [0.48672, 4.06639, -3.41211], [0.84367, 3.57282, -6.41688], [2.13548, 3.95037, -5.30365], [1.53262, 5.96524, -6.49893], [1.14841, 6.15320, -4.80650], [-0.61661, 7.09518, -6.21259], [-1.23706, 5.80322, -5.21607], [-2.18723, 5.64192, -7.43393], [-1.17914, 4.24329, -7.15848], [-0.35691, 6.71652, -8.77361], [-0.82994, 5.15920, -9.45094], [0.65951, 5.29687, -8.52681]],
  "atomic_forces_ev_per_a": [[0.1573, 0.1677, 0.0201], [-0.3470, 0.0642, 0.0370], [-0.2127, -0.5214, 0.4134], [0.0669, 0.4048, -0.1333], [-0.0094, 0.1950, -0.0009], [-0.0508, 0.0300, 0.0199], [0.1320, -0.0741, 0.0088], [-0.0388, -0.1006, 0.0264], [-0.2139, 0.0914, -0.4171], [0.2992, 0.1300, 0.2000], [-0.0695, -0.0061, -0.2007], [-0.0123, -0.0031, 0.5745], [-0.0563, 0.0470, -0.1206], [0.0399, 0.0311, 0.0605], [0.0211, 0.0698, 0.0732], [0.0102, -0.2013, 0.1545], [0.0829, -0.1136, 0.2969], [-0.0645, 0.0707, -0.1065], [0.1774, 0.0408, -0.2208], [0.0707, -0.1180, 0.0407], [0.0048, 0.0087, -0.0856], [-0.1628, -0.1411, -0.1217], [0.1953, -0.1961, 0.0908], [0.0469, 0.1162, 0.0280], [-0.1542, -0.0261, -0.0633], [-0.0301, -0.0767, 0.0026], [0.1362, 0.0567, -0.0214], [-0.0749, -0.0813, -0.1705], [0.0700, 0.0138, -0.1025], [-0.0101, -0.0600, -0.0947], [-0.0906, -0.0212, 0.0869], [-0.0864, 0.0341, -0.1550], [0.0252, 0.1386, 0.0406], [0.0404, -0.0322, -0.0272], [0.0539, 0.0731, -0.1932], [-0.0266, -0.1619, 0.1430], [0.0231, 0.0520, -0.0971], [-0.0714, -0.0201, -0.0028], [0.0279, -0.0111, -0.0259], [-0.0260, 0.0177, 0.0145], [0.0241, -0.0117, -0.0044], [-0.0030, 0.0305, -0.0461], [0.0561, 0.0244, -0.0433], [0.0186, 0.0690, 0.0201], [-0.0037, 0.0748, 0.0164], [0.0374, -0.0900, 0.0868], [-0.0022, 0.0260, 0.0053], [-0.0095, 0.0363, 0.0091], [0.0016, 0.0032, 0.0047], [0.0001, -0.0100, -0.0053], [0.0115, -0.0056, 0.0108], [0.0057, -0.0013, -0.0163], [-0.0125, -0.0100, -0.0072], [-0.0018, 0.0114, 0.0023], [0.0006, -0.0011, 0.0017], [0.0279, -0.0464, -0.0747], [0.0222, -0.0105, 0.0182], [-0.0044, 0.0219, 0.0005], [0.0046, -0.0102, 0.0084], [0.0073, 0.0449, -0.0085], [-0.0348, -0.0650, -0.0038], [-0.0021, 0.0114, 0.0004], [-0.0184, 0.0077, 0.0367], [-0.0188, -0.0024, 0.0057], [0.0085, 0.0132, -0.0005], [0.0010, -0.0085, -0.0047], [-0.0073, 0.0090, -0.0049], [0.0028, -0.0125, 0.0049], [-0.0118, -0.0013, -0.0122], [0.0124, 0.0002, 0.0108], [-0.0039, -0.0115, -0.0101], [-0.0110, -0.0024, 0.0198], [0.0255, 0.0021, 0.0077], [-0.0010, 0.0192, -0.0129], [0.0063, 0.0103, -0.0002], [0.0194, -0.0286, -0.0288], [0.0079, 0.0064, 0.0320], [-0.0048, 0.0115, -0.0074], [0.0022, -0.0026, 0.0119], [-0.0008, 0.0251, -0.0187], [-0.0112, -0.0280, 0.0096], [-0.0034, 0.0047, 0.0099], [0.0058, 0.0002, 0.0109], [-0.0228, 0.0129, 0.0009], [0.0043, 0.0133, -0.0121], [-0.0004, -0.0135, -0.0040], [-0.0089, 0.0051, -0.0068], [0.0070, -0.0093, 0.0032], [-0.0059, -0.0010, -0.0071], [0.0073, 0.0015, 0.0077], [-0.0046, -0.0126, -0.0049], [-0.0065, -0.0005, 0.0144], [0.0183, 0.0019, 0.0055], [-0.0057, 0.0091, -0.0040], [0.0022, 0.0017, 0.0009]]
}

=====

{
  "formula": "C27H59N2O6",
  "method": "ωB97M-V/def2-TZVPD",
  "gap_ha": [0.32654, 0.34381],
  "spin_multiplicity": 2,
  "largest_force_ha_per_bohr": 0.0739,
  "homo_ev": [-8.39, -9.17],
  "mol_weight_g_mol": 507.78,
  "lumo_energy_ev": [0.5, 0.2],
  "species": ["C", "C", "C", "C", "C", "C", "O", "C", "C", "C", "C", "C", "N", "C", "C", "C", "C", "N", "O", "C", "C", "C", "C", "H", "H", "H", "H", "H", "H", "H", "H", "H", "H", "H", "H", "H", "H", "H", "H", "H", "H", "H", "H", "H", "H", "H", "H", "H", "H", "H", "H", "H", "H", "H", "H", "H", "H", "H", "H", "H", "H", "H", "C", "O", "C", "C", "O", "C", "H", "H", "H", "H", "H", "H", "H", "H", "H", "H", "C", "O", "C", "C", "O", "C", "H", "H", "H", "H", "H", "H", "H", "H", "H", "H"],
  "coordinates": [[1.53411, -5.81290, 1.17015], [0.40195, -4.73578, 1.66018], [-0.29669, -5.20332, 3.08516], [0.92506, -3.15831, 1.67741], [2.28577, -2.92209, 0.80574], [-0.38139, -2.24780, 1.16072], [-0.53499, -0.96986, 1.78936], [0.19630, 0.17036, 1.26712], [0.63736, 0.13922, -0.29581], [1.00471, 1.54551, -1.02309], [2.56662, 2.07742, -0.74408], [3.71231, 1.00077, -1.20687], [3.40881, 0.24495, -2.48144], [-0.85248, 1.45663, 1.48879], [-0.26112, 2.73443, 2.27653], [-1.49375, 3.27138, 3.28008], [0.04558, 4.07335, 1.32179], [0.91843, 2.55544, 3.17203], [2.01478, 3.23128, 2.79971], [1.18752, 1.14546, 3.60864], [0.07642, 0.46823, 4.59753], [2.60815, 1.19619, 4.49126], [1.54366, 0.29578, 2.25272], [1.03662, -6.88508, 1.09322], [1.95642, -5.59428, 0.07506], [2.49958, -5.84122, 1.87064], [-0.47464, -4.78774, 0.85120], [-0.43343, -6.38232, 2.99820], [-1.37450, -4.74632, 3.11524], [0.35877, -4.98782, 4.03142], [1.10025, -2.89174, 2.82573], [2.13283, -3.24133, -0.31283], [2.70468, -1.80473, 0.84190], [3.19243, -3.57952, 1.22053], [-1.30655, -2.90166, 1.55730], [-0.48239, -2.32615, -0.00150], [1.53282, -0.60988, -0.54826], [-0.28977, -0.31634, -0.89680], [0.23340, 2.41560, -0.90080], [1.00921, 1.30920, -2.19592], [2.68566, 3.01922, -1.46762], [2.71373, 2.49076, 0.34128], [3.97382, 0.18619, -0.38173], [4.70434, 1.62085, -1.41232], [2.90074, 0.82999, -3.18733], [2.84908, -0.62185, -2.32101], [-1.34365, 1.80488, 0.45712], [-1.79339, 1.07254, 2.11925], [-2.39144, 3.73145, 2.68229], [-1.91097, 2.34392, 3.90247], [-1.05410, 4.01076, 4.10702], [0.89935, 3.90072, 0.54395], [0.18600, 5.05704, 1.97337], [-0.94960, 4.24436, 0.69900], [-0.98670, 0.30242, 4.08222], [0.48659, -0.53299, 5.04599], [-0.09742, 1.20604, 5.51783], [3.54110, 1.27270, 3.78818], [2.67728, 0.18950, 5.12894], [2.52503, 2.12990, 5.21461], [1.94264, -0.75126, 2.61121], [2.44221, 0.83571, 1.73479], [-2.21523, -4.57357, -1.88963], [-0.84285, -4.95383, -1.88152], [-0.65607, -6.31346, -2.28865], [-0.18278, -6.39895, -3.74298], [-1.19774, -5.95244, -4.64723], [-0.96220, -4.62667, -5.10905], [-2.26879, -3.48391, -1.81477], [-2.71914, -4.88242, -2.80728], [-2.72377, -5.00941, -1.02396], [-1.57240, -6.89572, -2.13897], [0.11962, -6.73665, -1.64208], [0.02091, -7.44686, -3.98470], [0.74678, -5.83526, -3.88862], [-0.15709, -4.63160, -5.84804], [-0.70592, -3.94673, -4.28999], [-1.87586, -4.26235, -5.58726], [-3.08107, 7.96452, -3.39344], [-3.05692, 6.62793, -3.88440], [-1.78648, 6.00021, -3.68143], [-1.81871, 5.05543, -2.47614], [-1.99436, 5.77787, -1.25368], [-3.33569, 5.71804, -0.78075], [-4.12271, 8.29470, -3.35113], [-2.65350, 8.03948, -2.39196], [-2.53384, 8.61914, -4.07898], [-0.99352, 6.74885, -3.57253], [-1.57280, 5.41372, -4.58100], [-0.85470, 4.54168, -2.40709], [-2.59702, 4.29176, -2.59480], [-3.53086, 4.73276, -0.35013], [-4.06019, 5.92235, -1.57587], [-3.45822, 6.47352, 0.00055]],
  "atomic_forces_ev_per_a": [[0.3632, -0.2235, -0.4656], [-0.2050, -0.1592, -0.6363], [0.0687, -0.8225, -1.2033], [-0.3837, -0.0281, 0.3768], [0.8813, -0.1111, 0.2167], [-0.4034, -2.8675, 0.7674], [0.3599, -0.2497, -1.9154], [1.2631, 1.4488, 0.4386], [-0.7634, -0.9206, -1.1879], [1.1683, -0.1450, -1.0384], [-0.7679, 0.6538, -0.7871], [0.5645, 0.2005, 0.2825], [-0.6658, 0.3295, 0.4108], [-0.6231, -0.6123, 0.0938], [-2.1365, 3.1427, -0.0197], [0.2111, -0.8154, 0.9528], [-1.2771, -0.2924, -0.3975], [1.6365, -0.3930, -1.7050], [-2.2533, -1.4716, 1.0814], [2.3656, -1.4172, 0.8901], [-0.7096, 0.8872, 0.1700], [-0.8002, -0.2393, 0.2274], [-0.4364, 0.2708, 0.4915], [1.1027, 2.1647, 0.4135], [-1.0889, -0.2359, 2.3888], [-2.2762, -0.0426, -1.3224], [1.9267, 0.0434, 1.5799], [0.2358, 2.4794, 0.3243], [2.1694, -0.7018, 0.3728], [-1.3634, -0.1889, -1.8518], [-0.2416, -0.3691, -2.4754], [0.1694, 0.7136, 2.0966], [-1.2128, -2.4156, -0.0849], [-2.1065, 1.3077, -0.8294], [1.8878, 1.6812, -0.7741], [0.4445, 0.6352, 1.9862], [-1.9561, 1.6150, 0.9544], [1.8256, 1.0268, 1.2777], [1.4819, -1.7723, 0.0886], [-0.1789, 0.4135, 2.5788], [-0.2008, -1.9157, 1.5365], [-0.1932, -0.9596, -1.9621], [-0.6822, 1.8328, -1.6274], [-2.0481, -1.3142, 0.6098], [0.6945, -0.7169, 1.0887], [0.5753, 1.2586, -0.0601], [1.3572, -0.7168, 2.1990], [2.3050, 0.5453, -1.3629], [1.8784, -0.7783, 1.1053], [0.8258, 1.9688, -1.3943], [-0.9987, -1.3597, -2.1046], [-1.4728, 0.4730, 1.7985], [-0.0001, -2.3685, -1.3896], [1.9802, -0.3566, 1.2178], [2.5263, 0.1788, 1.0957], [-0.8062, 1.8811, -1.1583], [0.4290, -1.5248, -1.9773], [-1.8821, 0.0195, 1.4553], [-0.1199, 2.2585, -1.3908], [0.4199, -2.0273, -1.5011], [-1.1029, 1.9284, -0.9169], [-1.8077, -0.8431, 0.8723], [0.1986, 0.1404, 0.1310], [-0.3248, -0.2692, -0.2408], [0.4809, 0.3883, -0.1766], [-0.5890, -0.1859, 0.0974], [0.3491, 0.3057, 0.2891], [-0.1828, -0.1050, -0.0292], [0.1017, -0.1285, 0.0407], [0.0239, -0.0518, -0.0049], [-0.1176, -0.0083, -0.0336], [0.0363, 0.0817, -0.1125], [-0.0106, -0.0103, -0.0175], [0.0111, 0.0162, 0.0401], [-0.1279, 0.0235, 0.0936], [0.0717, 0.1132, -0.0190], [0.0110, -0.0927, -0.0366], [0.1008, -0.1669, 0.0491], [-0.1891, -0.0893, -0.1801], [0.4177, 0.1219, 0.3489], [-0.5449, -0.3586, 0.0336], [0.3149, 0.5293, 0.0841], [-0.3852, -0.1632, -0.3472], [0.1491, 0.1717, 0.0570], [0.1188, -0.1266, -0.0868], [0.0480, -0.0334, -0.0021], [0.0315, 0.0800, 0.0831], [-0.0810, -0.0615, 0.1072], [0.0180, -0.0001, 0.0394], [0.0173, -0.0069, -0.0269], [0.0012, 0.1513, -0.0435], [-0.1348, -0.0785, 0.0179], [0.0942, -0.0549, 0.0324], [0.1388, -0.1143, -0.0882]]
}

=====

The records above give, respectively, energy values of -120383.393 -44208.258 eV.